# 1
The following is a DFT calculation (ωB97M-V with the def2-TZVPD basis set) of a 10-piece molecular cluster, C33H79ClN9O11 overall at a distorted geometry.

Structure (ORCA input):
```
! wB97M-V def2-TZVPD RIJCOSX def2/J DEFGRID3
* xyz -2 2
Cl 1.12669 -0.21884 0.40617
O 2.40142 0.15996 -0.21751
O 0.64540 -1.46666 -0.07793
O 1.48589 -0.40125 1.80643
O 0.15710 0.82471 0.29233
C -2.48605 1.45753 -3.42402
C -1.26368 2.23749 -2.91699
N -0.35148 2.30635 -4.08576
C 0.65984 1.21908 -4.05530
C 1.46871 1.10931 -5.38382
C 0.30143 3.63540 -4.11948
C 1.02164 3.99693 -2.83078
H -2.93923 2.04940 -4.21926
H -3.27138 1.42828 -2.66870
H -2.29729 0.46125 -3.82389
H -1.60099 3.25637 -2.72670
H -0.76921 1.78236 -2.05882
H 1.24409 1.15754 -3.13717
H 0.17445 0.24736 -3.96445
H 1.95540 0.13457 -5.35038
H 0.87615 1.28800 -6.28107
H 2.23077 1.88628 -5.32311
H -0.51006 4.32908 -4.33945
H 1.00402 3.68000 -4.95163
H 1.66674 3.17217 -2.52793
H 0.37434 4.27676 -1.99964
H 1.60673 4.88718 -3.06155
C -5.43007 -5.18597 -2.32171
C -5.19280 -4.59060 -0.90465
N -3.85395 -4.05565 -0.81959
C -3.59869 -2.91369 -1.67953
C -2.16307 -2.39714 -1.62183
C -3.39528 -3.94116 0.57171
C -3.98034 -2.72725 1.30638
H -5.25366 -4.33362 -2.97783
H -6.43536 -5.53658 -2.55530
H -4.74123 -5.98936 -2.58282
H -5.87532 -3.76462 -0.70460
H -5.40340 -5.33044 -0.13239
H -4.36020 -2.14844 -1.52919
H -3.69823 -3.26314 -2.70718
H -1.83387 -2.02516 -0.65161
H -2.02581 -1.54861 -2.29209
H -1.51654 -3.24706 -1.84027
H -3.70691 -4.75989 1.22028
H -2.30874 -4.02181 0.60413
H -5.06744 -2.66793 1.35909
H -3.61750 -2.59369 2.32550
H -3.81348 -1.81262 0.73741
C 1.33500 -4.25028 3.47452
O 1.37526 -4.48161 4.67856
N 1.15440 -5.13157 2.44916
C 0.99702 -4.64432 1.07893
C 0.80007 -6.51887 2.66983
H 1.25372 -3.23464 3.05730
H 1.43908 -5.38309 0.41042
H 1.51208 -3.69428 0.93663
H -0.05832 -4.55725 0.82054
H 1.42504 -7.15559 2.04366
H 1.04367 -6.83095 3.68538
H -0.25641 -6.60842 2.41700
C -2.27626 2.10752 2.28321
O -1.90085 2.19881 3.46405
N -3.46910 1.64950 1.86015
C -4.50960 1.26896 2.81884
C -3.76974 1.64451 0.44152
H -1.77893 2.56016 1.41144
H -4.24229 1.41050 3.86604
H -4.74493 0.21070 2.70567
H -5.43782 1.83071 2.71437
H -4.16446 2.56824 0.01844
H -2.96125 1.31540 -0.21126
H -4.52219 0.86179 0.34530
C 4.69502 -3.32760 -3.76297
O 5.33097 -4.38837 -3.80000
N 3.44974 -3.27967 -3.31596
C 2.71331 -2.04516 -3.33134
C 2.69392 -4.37628 -2.77286
H 5.04013 -2.33038 -4.07702
H 2.47811 -1.76025 -2.30587
H 1.76721 -2.06605 -3.87222
H 3.28335 -1.24632 -3.80568
H 2.30062 -4.23654 -1.76594
H 1.80387 -4.53262 -3.38236
H 3.18712 -5.34724 -2.72721
C 5.34977 1.07521 -4.83852
O 4.93220 -0.10096 -5.10888
N 5.52123 1.51505 -3.56795
C 5.99979 2.93812 -3.36632
C 5.12357 0.88046 -2.39298
H 5.64136 1.86108 -5.55236
H 5.27710 3.67804 -3.02234
H 6.45984 3.33459 -4.27145
H 6.80944 2.92019 -2.63678
H 4.27228 1.42738 -1.98767
H 4.80693 -0.15849 -2.48476
H 5.91603 0.86603 -1.64471
C -2.00327 -0.70972 4.91306
O -3.19085 -0.63187 5.30163
N -0.91933 -0.73591 5.70998
C 0.43936 -0.97742 5.19912
C -0.99410 -0.50911 7.17695
H -1.65192 -0.67505 3.87020
H 1.06749 -0.14620 5.51946
H 0.42385 -1.01284 4.10981
H 0.81898 -1.93495 5.55566
H -0.57741 -1.44194 7.55682
H -0.46482 0.42184 7.38016
H -2.01144 -0.38848 7.54918
C 1.33456 2.53709 4.19660
O 0.36166 3.20207 4.56968
N 2.58798 3.06565 4.10146
C 2.91281 4.45463 4.22191
C 3.73186 2.21083 3.85681
H 1.28030 1.44897 4.03763
H 3.30191 4.78745 3.25965
H 3.66801 4.55508 5.00144
H 2.05877 5.08859 4.46030
H 4.62911 2.53733 4.38259
H 3.51975 1.23598 4.29585
H 3.84385 2.05462 2.78389
C -1.94112 5.47761 2.18003
O -1.56280 5.10966 3.22991
N -1.34248 5.21484 1.01686
C -1.88837 5.77904 -0.25257
C -0.04933 4.53110 0.87536
H -2.84762 6.02521 1.87903
H -2.50881 5.07311 -0.80468
H -1.10629 6.19876 -0.88524
H -2.52283 6.64941 -0.08515
H 0.71315 5.13840 0.38760
H 0.32530 4.20039 1.84405
H -0.17161 3.68755 0.19598
*
```

The energy is -83948.456 eV. Its expectation value of S² is 0.7504. The highest occupied orbital energy (alpha / beta) is 2.295 / -4.352 eV. As for the HOMO-LUMO gap (alpha / beta): 1.39 / 8.03 eV.

These are the Mulliken partial charges, in e, on atoms 1 to 6: atom 1 (Cl): 0.781, atom 2 (O): -0.443, atom 3 (O): -0.303, atom 4 (O): -0.590, atom 5 (O): -0.327, atom 6 (C): -1.515

# 2
The following is a DFT calculation (ωB97M-V with the def2-TZVPD basis set) of a 8-piece molecular cluster, C33H80N2O8 overall at a distorted geometry.

Structure (ORCA input):
```
! wB97M-V def2-TZVPD RIJCOSX def2/J DEFGRID3
* xyz 0 1
C 12.19717 -15.72006 13.52789
C 11.10465 -16.80242 13.46875
C 11.66242 -18.06132 14.16139
C 9.85510 -16.34384 14.23659
C 9.04101 -15.30135 13.49854
C 8.69975 -15.75108 12.07240
C 9.92224 -16.23975 11.28720
C 9.44118 -16.95763 10.03065
C 10.79382 -15.04516 10.86582
N 10.63745 -17.20908 12.13327
O 11.66747 -17.84799 11.39941
H 12.75194 -15.78975 14.46054
H 12.85760 -15.78125 12.66250
H 11.77561 -14.71404 13.47358
H 10.86992 -18.81309 14.20750
H 12.52559 -18.48227 13.65156
H 11.98097 -17.78951 15.16801
H 9.24744 -17.21256 14.49811
H 10.21831 -15.95728 15.19541
H 8.11113 -15.08592 14.02974
H 9.55391 -14.33895 13.43907
H 8.30082 -14.92082 11.48007
H 7.90845 -16.49816 12.03125
H 9.14497 -17.98499 10.26833
H 10.19536 -17.06298 9.24938
H 8.57546 -16.46104 9.58863
H 10.91047 -14.31268 11.66427
H 10.28708 -14.52386 10.05020
H 11.79703 -15.33775 10.55925
H 11.42066 -18.77852 11.39343
C 7.34517 -11.57376 10.08685
C 6.03391 -11.14936 9.40985
C 5.27781 -10.18380 10.34687
C 6.40308 -10.48463 8.07211
C 5.28122 -10.51568 7.04385
C 4.79484 -11.94382 6.86751
C 4.22461 -12.54870 8.16429
C 2.88018 -11.87874 8.49568
C 4.00708 -14.04380 7.94021
N 5.23855 -12.36028 9.18764
O 4.92825 -13.01994 10.39863
H 7.21130 -11.90662 11.11598
H 7.81153 -12.35825 9.49008
H 8.00399 -10.70117 10.12628
H 5.31828 -10.59339 11.35813
H 5.77514 -9.21160 10.40357
H 4.23321 -10.04791 10.07849
H 6.62168 -9.43962 8.31649
H 7.35105 -10.87797 7.70195
H 4.45843 -9.84813 7.30736
H 5.66520 -10.10670 6.10471
H 5.64822 -12.57666 6.60032
H 4.03329 -12.02694 6.08995
H 2.12587 -12.15016 7.75251
H 2.96566 -10.79362 8.47965
H 2.52906 -12.19274 9.48006
H 4.95189 -14.58951 7.95645
H 3.61475 -14.17777 6.92616
H 3.30537 -14.48896 8.64334
H 5.56248 -13.75060 10.39081
C 6.08481 -19.48592 13.14343
C 7.51252 -19.31993 13.61168
C 8.03407 -20.53150 14.41657
O 8.34582 -19.03188 12.50289
H 5.40720 -19.45952 13.99785
H 5.86963 -20.40809 12.59979
H 5.85870 -18.63354 12.49568
H 7.52401 -18.49956 14.33960
H 8.75935 -20.20376 15.16182
H 8.55720 -21.22049 13.74551
H 7.24539 -21.13180 14.86922
H 9.15939 -18.57410 12.76603
C 8.65178 -22.40320 8.82004
C 8.46294 -21.14845 9.63996
C 7.15795 -20.43904 9.35590
O 8.58924 -21.50634 11.02143
H 8.64213 -22.14274 7.75589
H 7.80139 -23.07962 8.94647
H 9.57740 -22.93264 9.03154
H 9.28650 -20.46176 9.39099
H 6.30435 -21.01686 9.70872
H 7.09685 -20.28285 8.27521
H 7.14656 -19.46194 9.84608
H 8.23837 -20.75911 11.53204
C 2.56549 -17.79622 8.61611
C 2.41587 -17.76280 10.12174
C 3.15728 -18.93657 10.75782
O 3.00609 -16.55029 10.61258
H 3.61011 -17.71965 8.30485
H 2.04582 -16.97932 8.10707
H 2.17502 -18.71652 8.17484
H 1.37117 -17.86169 10.42242
H 4.17225 -18.66925 11.04871
H 3.15662 -19.79365 10.08890
H 2.70628 -19.22847 11.71176
H 2.32715 -15.92671 10.88589
C 6.82569 -17.15593 7.32067
C 7.36829 -18.17314 6.34640
C 8.77849 -18.64652 6.70785
O 6.44570 -19.26978 6.29261
H 6.77002 -17.57201 8.33019
H 5.78388 -16.93614 7.07624
H 7.41336 -16.24043 7.29378
H 7.45090 -17.73988 5.34109
H 9.30573 -19.13195 5.88815
H 8.70997 -19.38540 7.51137
H 9.33809 -17.79067 7.08756
H 6.50986 -19.67786 5.42550
C 5.32988 -14.83572 15.24604
C 5.06512 -14.16406 13.90547
C 3.69523 -14.60893 13.39037
O 5.01322 -12.74754 14.14707
H 4.51188 -14.56997 15.91967
H 6.22498 -14.44870 15.73742
H 5.39981 -15.91711 15.12919
H 5.89246 -14.34192 13.21637
H 3.71078 -15.66095 13.09359
H 3.40596 -13.97847 12.54697
H 2.98054 -14.55608 14.21207
H 4.45611 -12.34918 13.47188
O 5.69573 -15.57902 10.91560
H 4.74339 -15.72354 10.77626
H 6.07125 -16.46468 10.92111
*
```

The energy is -54877.243 eV. The structure (SMILES) is CC1(C)CCCC(C)(C)N1O.CC1(C)CCCC(C)(C)N1O.CC(C)O.CC(C)O.CC(C)O.CC(C)O.CC(C)O.O. The highest occupied orbital energy is -7.843 eV. As for the energy relative to the best compared isomer or geometry (same formula, charge and spin): 0.0 kcal per mole. As for the HOMO-LUMO gap: 8.36 eV.

These are the Mulliken partial charges, in e, on atoms 1 to 6: atom 1 (C): -1.768, atom 2 (C): 1.596, atom 3 (C): -1.943, atom 4 (C): -0.906, atom 5 (C): -0.373, atom 6 (C): 0.049

# 3
The following is a DFT calculation (ωB97M-V with the def2-TZVPD basis set) of a 13-piece molecular cluster, C33H82Cl2O20 overall at a distorted geometry.

Structure (ORCA input):
```
! wB97M-V def2-TZVPD RIJCOSX def2/J DEFGRID3
* xyz 0 1
C 4.51936 0.10744 2.49109
C 5.20771 -1.24766 2.26091
C 4.12732 -2.22967 2.70106
O 3.40013 -1.56571 3.74829
C 3.70878 -0.17160 3.77104
H 3.86668 0.38497 1.65783
H 5.23903 0.92106 2.60841
H 6.06533 -1.31138 2.93434
H 5.54532 -1.40341 1.23873
H 4.56923 -3.13243 3.12742
H 3.43530 -2.50304 1.90120
H 4.32774 0.07010 4.64061
H 2.76666 0.37380 3.74693
C -1.57880 -5.65168 -0.87394
C -1.05771 -5.27115 0.50236
C -2.26537 -4.59488 1.16442
O -3.06612 -4.07678 0.10254
C -2.54226 -4.47820 -1.15227
H -2.16762 -6.56240 -0.74579
H -0.80587 -5.76594 -1.62596
H -0.21490 -4.57139 0.47033
H -0.70424 -6.12873 1.07787
H -1.92433 -3.82140 1.85296
H -2.85069 -5.33057 1.72906
H -1.98542 -3.65239 -1.61494
H -3.35398 -4.78989 -1.81383
C 0.37640 -0.23821 1.62052
C 0.13090 -1.58114 0.91320
C -0.19463 -1.13470 -0.49746
O 0.69560 -0.05158 -0.73660
C 0.81117 0.69618 0.47324
H 1.08278 -0.28917 2.44416
H -0.59273 0.08556 2.01466
H -0.70715 -2.14380 1.32849
H 0.99675 -2.24841 0.90905
H -1.22892 -0.77803 -0.58102
H -0.02537 -1.90810 -1.24890
H 0.21801 1.61227 0.37305
H 1.86010 0.99668 0.52626
C 1.89311 5.68389 -0.39823
C 1.12255 6.68876 -1.31382
C -0.32172 6.16215 -1.31508
O -0.26440 4.83568 -0.80056
C 0.77942 4.81280 0.16361
H 2.47896 6.15490 0.38999
H 2.58947 5.07074 -0.97209
H 1.57502 6.64036 -2.30140
H 1.20484 7.70656 -0.93949
H -0.73138 6.13441 -2.32063
H -0.96996 6.76016 -0.66541
H 1.03786 3.78820 0.40399
H 0.40721 5.20783 1.12733
C -3.63190 1.46331 -1.83919
C -3.05475 1.51915 -0.45235
O -3.77949 0.65169 0.41964
O -3.07107 2.49459 -2.63479
H -4.71425 1.59138 -1.79425
H -3.44100 0.48221 -2.29436
H -3.10221 2.54948 -0.07539
H -1.98724 1.24374 -0.49505
H -3.49203 0.88933 1.31046
H -2.11090 2.41716 -2.49559
C 3.62014 -0.61844 -2.00690
C 3.45095 -2.05955 -1.57187
O 3.34622 -2.95445 -2.66279
O 2.53001 -0.16565 -2.77199
H 4.49576 -0.51097 -2.65014
H 3.78226 0.01086 -1.11667
H 2.55582 -2.13176 -0.93158
H 4.31601 -2.36876 -0.98011
H 2.60041 -2.64647 -3.20995
H 1.71265 -0.14678 -2.24440
C -2.16053 2.56064 3.52831
C -2.03147 3.85803 2.76491
O -1.23313 4.71888 3.54249
O -3.26392 1.78094 3.04474
H -2.28048 2.78416 4.59322
H -1.25431 1.96152 3.43302
H -3.03916 4.28230 2.63453
H -1.61081 3.67762 1.77002
H -0.88524 5.40839 2.96991
H -4.08933 2.21049 3.29125
C 2.45396 -1.76327 -5.92546
C 1.10470 -2.32950 -5.59387
O 1.00154 -2.53771 -4.19160
O 2.57594 -0.40593 -5.55921
H 2.63813 -1.85976 -6.99894
H 3.24745 -2.35553 -5.44459
H 0.94045 -3.26370 -6.14926
H 0.34964 -1.61683 -5.94796
H 0.07548 -2.45241 -3.93466
H 2.60726 -0.36943 -4.58479
C 0.74345 3.04169 -4.37669
C 0.89049 2.38621 -3.03778
O -0.28629 2.47164 -2.24867
O 0.73277 4.47463 -4.17460
H -0.18370 2.70872 -4.85469
H 1.59748 2.75388 -5.00272
H 1.74943 2.83194 -2.51703
H 1.16636 1.33588 -3.18414
H -0.25384 3.34798 -1.80228
H 0.58635 4.90114 -5.02332
C -4.68100 -1.81549 4.23250
C -3.83478 -1.76701 2.99142
O -2.63046 -0.99693 3.22253
O -5.21896 -0.55056 4.59919
H -4.05516 -2.11264 5.07412
H -5.47603 -2.56304 4.12486
H -4.36530 -1.33495 2.14135
H -3.48988 -2.78390 2.79228
H -2.90639 -0.07330 3.30924
H -5.79535 -0.24323 3.89142
C -1.77727 -0.84314 -3.51327
C -2.40137 0.04793 -4.57153
O -3.79834 -0.02541 -4.64169
O -1.79491 -2.23986 -3.85472
H -2.33066 -0.68645 -2.58059
H -0.73908 -0.54226 -3.36519
H -1.93604 -0.14265 -5.55045
H -2.13520 1.08273 -4.32947
H -4.07973 -0.94471 -4.64253
H -2.67606 -2.56153 -3.64306
C 0.84936 -4.00434 3.79452
C 0.08828 -2.86807 4.42682
O -1.30121 -3.18648 4.31700
O 0.44106 -5.24080 4.35269
H 1.91235 -3.89374 3.99327
H 0.66312 -4.00715 2.71138
H 0.29983 -1.91821 3.92988
H 0.36732 -2.77604 5.48421
H -1.79188 -2.35634 4.25610
H -0.52411 -5.23998 4.33630
C 3.37680 3.58209 3.67261
Cl 2.02467 2.95360 2.70754
Cl 4.31872 4.78724 2.79816
H 2.96987 3.99727 4.58638
H 4.02847 2.75366 3.92638
*
```

The energy is -101541.829 eV. The highest occupied orbital energy is -9.540 eV. As for the HOMO-LUMO gap: 9.74 eV.

These are the Mulliken partial charges, in e, on atoms 1 to 6: atom 1 (C): 0.332, atom 2 (C): -0.744, atom 3 (C): -0.127, atom 4 (O): -0.388, atom 5 (C): -0.523, atom 6 (H): -0.458